Entry 1:
The following is a DFT calculation (ωB97M-V/def2-TZVPD) of a single C4H7ClN2 molecule.

Summary:
* orbital gap (alpha / beta): 8.55 / 8.55 eV
* E_tot: -726.1878 Eh

```
! RIJCOSX wB97M-V def2-TZVPD def2/J DEFGRID3
* xyz 0 1
C 2.040 -0.973 -0.287
C 0.540 -0.953 -0.255
C 2.774 0.112 -0.084
C -1.556 0.232 0.144
N 0.665 1.223 0.128
N -0.116 0.168 -0.023
Cl 4.585 0.110 -0.080
H 2.445 -1.949 -0.235
H -0.097 -1.846 -0.217
H 2.292 1.086 -0.190
H -1.887 -0.735 0.148
H -1.893 0.676 1.074
H -2.040 0.880 -0.684
H 0.048 2.037 0.256
*
```

These are the Mulliken partial charges, in e, on atoms 1 to 8: atom 1 (C): -0.518, atom 2 (C): 0.090, atom 3 (C): -0.051, atom 4 (C): -0.829, atom 5 (N): -0.836, atom 6 (N): 0.361, atom 7 (Cl): -0.222, atom 8 (H): 0.334

---

Entry 2:
The following is a DFT calculation (ωB97M-V/def2-TZVPD) of a single C4H7ClN2 molecule.

Summary:
* orbital gap: 10.08 eV
* E_tot: -726.2294 Eh
* structure (SMILES): CC(C)N(Cl)C#N

```
! RIJCOSX wB97M-V def2-TZVPD def2/J DEFGRID3
* xyz 0 1
C -0.184 -0.669 1.121
C -0.601 -0.337 -0.368
C 0.206 0.825 -0.970
N -1.999 0.108 -0.377
Cl -3.194 -1.018 -0.107
C -2.243 1.377 0.090
N -2.608 2.393 0.435
H 0.391 0.098 1.739
H -1.122 -0.925 1.692
H 0.450 -1.591 0.909
H -0.493 -1.281 -0.898
H -0.157 1.780 -0.613
H 0.120 0.721 -1.992
H 1.189 0.617 -0.711
*
```

These are the Mulliken partial charges, in e, on atoms 1 to 8: atom 1 (C): -1.090, atom 2 (C): 0.200, atom 3 (C): -1.452, atom 4 (N): -0.153, atom 5 (Cl): -0.044, atom 6 (C): 0.378, atom 7 (N): -0.441, atom 8 (H): 0.284

---

Entry 3:
The following is a DFT calculation (ωB97M-V/def2-TZVPD) of a single C4H7ClN2 molecule.

Summary:
* orbital gap: 8.97 eV
* E_tot: -726.2238 Eh
* structure (SMILES): [H]/N=C\N/C(C)=C\Cl

```
! RIJCOSX wB97M-V def2-TZVPD def2/J DEFGRID3
* xyz 0 1
H 2.771 0.595 -0.034
N 2.873 -0.474 -0.194
C 1.834 -1.137 0.040
N 0.559 -0.692 0.152
C 0.042 0.545 0.055
C 0.862 1.842 0.062
C -1.262 0.763 -0.136
Cl -2.271 -0.523 -0.019
H 1.812 -2.186 0.201
H -0.221 -1.444 0.124
H 1.208 2.078 1.287
H 1.740 1.477 -0.650
H 0.234 2.785 -0.346
H -1.825 1.670 -0.090
*
```

These are the Mulliken partial charges, in e, on atoms 1 to 8: atom 1 (H): 0.264, atom 2 (N): -0.753, atom 3 (C): 0.132, atom 4 (N): -0.245, atom 5 (C): 0.660, atom 6 (C): -1.080, atom 7 (C): -0.408, atom 8 (Cl): -0.266